A molecular structure, C12H10Br12NO4PS. Source: the Open Molecules 2025 dataset; level of theory: the ωB97M-V functional and the def2-TZVPD basis.

total energy: -882920.743 eV
LUMO energy: -0.9 eV

Atoms and positions in Å:
O (-1.60, 4.90, 2.86)
C (-1.64, 4.33, 1.80)
N (-2.36, 4.78, 0.67)
C (-1.75, 4.18, -0.47)
O (-1.85, 4.64, -1.59)
C (-0.98, 3.00, 0.05)
C (-0.91, 3.06, 1.44)
C (-0.25, 2.14, 2.23)
C (0.34, 1.07, 1.59)
C (0.27, 0.97, 0.21)
C (-0.38, 1.90, -0.58)
P (-0.40, 1.64, -2.40)
O (-0.38, 3.01, -3.26)
O (-1.67, 0.73, -2.80)
S (1.20, 0.63, -2.84)
H (-2.31, 5.79, 0.59)
H (-0.24, 2.27, 3.31)
H (0.88, 0.31, 2.15)
H (0.76, 0.11, -0.24)
H (0.09, 3.66, -2.72)
H (-2.31, 1.26, -3.31)
C (3.82, -1.36, 2.59)
Br (5.04, -1.04, 1.14)
Br (3.44, 0.26, 3.57)
Br (2.22, -2.24, 2.00)
H (4.32, -2.03, 3.28)
C (2.67, -6.75, 1.35)
Br (1.34, -5.64, 0.49)
Br (4.09, -7.22, 0.14)
Br (3.35, -5.93, 2.96)
H (2.18, -7.66, 1.64)
C (0.01, -2.60, -5.54)
Br (1.94, -2.51, -5.62)
Br (-0.59, -3.50, -3.94)
Br (-0.79, -0.86, -5.72)
H (-0.31, -3.20, -6.38)
C (-3.57, -0.44, 2.21)
Br (-3.02, 1.40, 2.09)
Br (-2.26, -1.54, 1.34)
Br (-3.89, -0.97, 4.04)
H (-4.51, -0.57, 1.68)